# 1
{"formula": "C21H15Cl5N7O5Ti", "method": "ωB97M-V with the def2-TZVPD basis set", "elements": ["Ti", "O", "C", "C", "C", "C", "C", "C", "C", "N", "N", "C", "O", "C", "C", "C", "C", "C", "C", "H", "H", "H", "H", "H", "H", "H", "H", "H", "H", "Cl", "C", "C", "Cl", "C", "Cl", "C", "O", "C", "Cl", "C", "Cl", "N", "N", "C", "N", "N", "N", "O", "O", "H", "H", "H", "H", "H"], "coordinates": [[0.451, 0.889, -0.418], [1.840, 1.094, -1.555], [2.375, 0.104, -2.297], [2.755, 0.370, -3.609], [3.309, -0.637, -4.374], [3.520, -1.912, -3.843], [3.178, -2.167, -2.535], [2.582, -1.173, -1.743], [2.334, -1.423, -0.347], [1.599, -0.648, 0.367], [1.603, -0.802, 1.741], [1.150, 0.303, 2.248], [0.780, 1.295, 1.473], [0.998, 0.460, 3.706], [0.527, 1.664, 4.224], [0.367, 1.813, 5.593], [0.673, 0.762, 6.445], [1.146, -0.439, 5.931], [1.310, -0.593, 4.565], [2.600, 1.364, -4.004], [3.592, -0.429, -5.397], [3.963, -2.687, -4.451], [3.358, -3.142, -2.101], [2.836, -2.250, 0.151], [0.313, 2.484, 3.551], [0.015, 2.754, 5.996], [0.553, 0.881, 7.514], [1.393, -1.254, 6.598], [1.689, -1.519, 4.154], [-3.863, -1.867, -5.911], [-2.857, -1.417, -4.599], [-2.490, -0.082, -4.425], [-3.044, 1.118, -5.514], [-1.676, 0.277, -3.358], [-1.230, 1.918, -3.081], [-1.221, -0.680, -2.451], [-0.440, -0.341, -1.433], [-1.603, -2.010, -2.628], [-1.016, -3.178, -1.501], [-2.412, -2.382, -3.695], [-2.857, -4.024, -3.894], [-1.569, -0.726, 1.200], [-2.597, 0.152, 1.543], [-2.508, 1.443, 1.208], [-3.355, 2.314, 1.733], [-1.555, 1.736, 0.303], [-1.117, 2.999, 0.170], [-1.689, 3.994, 0.524], [-0.004, 3.008, -0.411], [-1.896, -1.438, 0.555], [-1.176, -1.148, 2.034], [-3.375, -0.162, 2.105], [-3.961, 2.051, 2.493], [-3.303, 3.281, 1.452]], "e_tot_ev": -128411.4158, "gap_ev": 7.434, "multiplicity": 1, "de_lowest_ev": 0.000, "e_lumo_ev": -3.853, "charge": 1}

---

# 2
{"formula": "C39H50F4O5", "method": "ωB97M-V with the def2-TZVPD basis set", "elements": ["F", "C", "C", "C", "C", "C", "C", "H", "H", "H", "H", "H", "F", "C", "C", "C", "C", "C", "C", "H", "H", "H", "H", "H", "F", "C", "C", "C", "C", "C", "C", "H", "H", "H", "H", "H", "F", "C", "C", "C", "C", "C", "C", "H", "H", "H", "H", "H", "C", "C", "O", "C", "H", "H", "H", "H", "H", "H", "C", "C", "O", "C", "H", "H", "H", "H", "H", "H", "C", "C", "O", "C", "H", "H", "H", "H", "H", "H", "C", "C", "O", "C", "H", "H", "H", "H", "H", "H", "C", "C", "O", "C", "H", "H", "H", "H", "H", "H"], "coordinates": [[-3.965, 2.104, -0.691], [-3.212, 3.149, -0.604], [-1.910, 2.907, -0.671], [-0.968, 3.977, -0.752], [-1.549, 5.286, -0.666], [-2.934, 5.530, -0.513], [-3.809, 4.383, -0.419], [-1.532, 1.919, -0.889], [0.092, 3.788, -0.664], [-0.915, 6.159, -0.700], [-3.343, 6.528, -0.468], [-4.873, 4.508, -0.281], [0.005, 2.671, 1.939], [0.368, 2.249, 3.157], [1.341, 2.997, 3.864], [1.605, 2.622, 5.187], [0.988, 1.417, 5.680], [0.062, 0.688, 5.016], [-0.250, 1.174, 3.771], [1.841, 3.884, 3.503], [2.280, 3.137, 5.855], [1.308, 1.195, 6.688], [-0.362, -0.182, 5.495], [-1.001, 0.679, 3.172], [2.204, -1.197, -3.487], [3.224, -1.550, -2.727], [3.125, -2.782, -1.980], [4.052, -3.087, -1.003], [5.078, -2.198, -0.789], [5.240, -1.124, -1.586], [4.353, -0.718, -2.554], [2.261, -3.393, -2.194], [3.958, -3.943, -0.351], [5.807, -2.335, -0.004], [6.185, -0.630, -1.412], [4.610, 0.201, -3.061], [-3.924, -2.276, -1.713], [-4.766, -2.419, -0.662], [-4.276, -2.028, 0.561], [-5.082, -2.087, 1.705], [-6.420, -2.514, 1.623], [-6.931, -2.887, 0.362], [-6.153, -2.698, -0.750], [-3.233, -1.790, 0.706], [-4.683, -1.917, 2.694], [-7.045, -2.556, 2.503], [-7.961, -3.118, 0.132], [-6.508, -2.924, -1.745], [3.938, 2.546, -0.575], [3.958, 3.532, 0.555], [2.914, 4.151, 0.852], [5.252, 3.868, 1.248], [4.224, 2.981, -1.532], [2.885, 2.320, -0.743], [4.459, 1.606, -0.390], [5.984, 3.995, 0.451], [5.472, 3.044, 1.927], [5.216, 4.833, 1.755], [-6.002, 0.985, -3.150], [-4.726, 1.203, -3.822], [-4.697, 1.982, -4.750], [-3.554, 0.360, -3.442], [-6.092, 0.053, -2.591], [-6.814, 1.165, -3.853], [-6.224, 1.795, -2.455], [-3.646, -0.655, -3.831], [-3.498, 0.326, -2.354], [-2.645, 0.860, -3.774], [3.696, -0.116, 5.586], [4.315, -0.427, 4.249], [5.370, -1.100, 4.244], [3.704, 0.196, 3.011], [3.905, 0.923, 5.840], [4.215, -0.843, 6.210], [2.667, -0.464, 5.683], [3.100, 1.074, 3.241], [2.979, -0.542, 2.668], [4.462, 0.340, 2.241], [0.910, -5.921, -4.509], [0.256, -5.760, -3.180], [0.412, -6.426, -2.169], [-0.727, -4.714, -3.045], [1.767, -6.538, -4.237], [1.140, -4.952, -4.951], [0.269, -6.516, -5.160], [-0.230, -3.747, -3.123], [-1.360, -4.781, -2.161], [-1.484, -4.892, -3.809], [-0.453, -1.240, -1.639], [-0.280, -0.566, -0.227], [-1.250, -0.233, 0.491], [1.136, -0.156, 0.127], [-0.602, -2.312, -1.510], [0.227, -0.940, -2.436], [-1.446, -0.899, -1.930], [1.791, -0.956, -0.217], [1.180, 0.000, 1.205], [1.548, 0.761, -0.296]], "e_tot_ev": -62357.3721, "gap_ev": [2.156, 7.021], "multiplicity": 2, "s_squared": 0.753, "e_lumo_ev": [2.446, 2.331], "charge": -1}